Formula: C46H43N5O8P2SY
Source: the Open Molecules 2025 dataset
Level of theory: ωB97M-V/def2-TZVPD

Computed properties:
Molecular weight   976.80 g/mol
HOMO energy   -4.42 eV
E   -102690.8068 eV

ORCA input file:
```
! RIJCOSX wB97M-V def2-TZVPD def2/J DEFGRID3
* xyz -1 1
Y 0.63877 -0.85875 -0.16108
C 1.13008 -0.88584 4.09634
C 1.76991 -2.01097 3.36722
N 1.71819 -2.15107 2.05683
C 2.44247 -3.26261 1.73739
C 2.94195 -3.82603 2.88211
N 2.49866 -3.01874 3.89930
C 3.77683 -5.00586 3.18306
O 4.18309 -5.70838 2.15497
O 4.05878 -5.27049 4.33659
C 2.55884 -3.65198 0.31110
O 3.21444 -4.68001 0.03329
O 1.96679 -2.90337 -0.51074
H 0.68341 -0.23832 3.33795
H 1.87648 -0.31467 4.65466
H 0.37302 -1.24023 4.79917
H 2.72443 -3.18477 4.86694
H 3.85375 -5.29421 1.26887
N -3.12909 -1.25381 0.44773
P -1.67105 -0.13832 1.05823
C -1.98847 -0.17729 2.84959
C -1.51843 0.87605 3.63259
C -1.70645 0.85947 5.00598
C -2.36236 -0.20940 5.60816
C -2.82421 -1.26187 4.83202
C -2.63596 -1.24780 3.45419
C -2.32971 1.49504 0.55397
C -3.68799 1.78684 0.62281
C -4.16977 3.01601 0.19268
C -3.29619 3.97031 -0.30460
C -1.93774 3.69486 -0.36579
C -1.45339 2.46629 0.06299
P -2.41890 -1.73826 -1.01628
C -2.81276 -0.35868 -2.15970
C -4.12928 0.02435 -2.42009
C -4.40037 1.10987 -3.23597
C -3.35715 1.83537 -3.80085
C -2.04663 1.46916 -3.54658
C -1.78129 0.37281 -2.73282
C -3.58164 -2.95866 -1.74718
C -3.37973 -3.32643 -3.08074
C -4.21940 -4.24057 -3.69505
C -5.27148 -4.81053 -2.98566
C -5.46874 -4.46676 -1.65805
C -4.62550 -3.54842 -1.04082
H -4.13081 -1.08370 0.39236
H -0.98087 1.68535 3.15488
H -1.33250 1.67807 5.60896
H -2.50926 -0.22226 6.68153
H -3.32891 -2.10037 5.29680
H -2.97996 -2.06710 2.83517
H -4.37765 1.04960 1.01757
H -5.23110 3.22638 0.24299
H -3.67375 4.92855 -0.64392
H -1.24824 4.43541 -0.75404
H -0.39424 2.24399 0.05037
H -4.95063 -0.53753 -1.98750
H -5.42797 1.39745 -3.42802
H -3.57051 2.69084 -4.43116
H -1.22283 2.03548 -3.96433
H -0.74998 0.10791 -2.54450
H -2.55735 -2.88821 -3.63436
H -4.05288 -4.51230 -4.73023
H -5.92875 -5.52348 -3.46783
H -6.28096 -4.91198 -1.09620
H -4.77340 -3.29168 0.00123
C 0.72663 -2.03540 -5.13429
C 0.91601 -1.51214 -3.73986
N 0.54259 -2.14227 -2.69635
O -0.02394 -3.38933 -2.94146
C 1.58410 -0.21639 -3.55339
C 2.21848 0.48257 -4.71908
N 1.58972 0.33588 -2.36995
O 2.14821 1.50370 -2.24467
H -0.00180 -2.84031 -5.14688
H 1.67062 -2.42091 -5.52597
H 0.40257 -1.23005 -5.79328
H -0.01617 -3.78525 -2.06012
H 2.73145 -0.21772 -5.38005
H 2.92594 1.20947 -4.32618
H 1.48532 1.02990 -5.32170
O 0.13066 0.47448 1.38380
O 3.12145 0.28435 0.65981
S 2.53016 1.63753 0.34277
C 3.83413 2.56412 -0.46722
C 3.53008 3.64889 -1.26544
C 4.56311 4.39188 -1.82949
C 5.87838 4.01528 -1.61948
C 6.17335 2.90414 -0.82843
C 5.15315 2.18004 -0.23896
C 2.64575 2.57691 1.87647
C 1.95936 3.77838 1.97326
C 2.01988 4.49998 3.15533
C 2.75145 4.01068 4.23128
C 3.41566 2.79649 4.12761
C 3.35825 2.06788 2.94711
H 2.49807 3.90982 -1.46141
H 4.33261 5.24996 -2.44783
H 6.68029 4.58243 -2.07648
H 7.20320 2.60760 -0.67168
H 5.35011 1.31108 0.37524
H 1.37748 4.13867 1.13212
H 1.48684 5.43854 3.24217
H 2.79269 4.57238 5.15625
H 3.97230 2.41087 4.97323
H 3.83819 1.10214 2.83869
*
```

=====

Formula: C4H14NO3
Source: the Open Molecules 2025 dataset
Level of theory: ωB97M-V/def2-TZVPD

Computed properties:
Molecular weight   124.16 g/mol
HOMO energy   -13.99 eV
E   -11999.9229 eV

ORCA input file:
```
! RIJCOSX wB97M-V def2-TZVPD def2/J DEFGRID3
* xyz 1 1
C 2.74588 -0.68864 3.16082
C 2.07888 -0.21871 1.89166
C 0.76256 -0.28805 1.74586
N 0.19525 -0.00776 0.42738
C -1.01756 -0.07005 0.05488
H 3.81802 -0.52509 3.00928
H 2.44966 -0.06428 4.01111
H 2.66839 -1.77507 3.31890
H 2.74533 0.07719 1.07497
H 0.11508 -1.00784 2.22118
H 0.87537 0.36030 -0.28664
H -1.35287 0.21897 -0.93467
H -1.77250 -0.56766 0.63654
H 1.76630 -0.79552 -2.00489
H 3.04677 -0.19388 -1.38753
O 2.09994 -0.09184 -1.42808
H -4.48049 1.26933 -1.29696
H -3.96095 2.66270 -0.91348
O -3.92867 1.73761 -0.65535
H -2.37529 -0.91881 -4.19158
H -2.27243 0.26794 -3.33909
O -1.82779 -0.58493 -3.46918
*
```

=====

Formula: C18H31O5PPbS3
Source: the Open Molecules 2025 dataset
Level of theory: ωB97M-V/def2-TZVPD

Computed properties:
Molecular weight   661.82 g/mol
HOMO energy (spin up / spin down)   -10.84 / -10.80 eV
E   -76445.2941 eV

ORCA input file:
```
! RIJCOSX wB97M-V def2-TZVPD def2/J DEFGRID3
* xyz 1 2
Pb 0.71440 0.40910 -0.48330
C 5.01250 1.15980 4.38990
C 4.62800 0.81600 2.96360
O 3.19440 0.65970 2.87610
P 2.54660 -0.55350 2.07200
S 0.54560 -0.23550 2.17320
S 3.27030 -0.67830 0.18180
O 2.99870 -1.88600 2.79920
C 2.62930 -2.15200 4.16970
C 3.61300 -3.16040 4.73050
H 6.05440 1.46660 4.40520
H 4.88250 0.30450 5.04670
H 4.39720 1.97840 4.75520
H 5.11490 -0.10300 2.62400
H 4.89830 1.62840 2.28590
H 1.61360 -2.55490 4.17190
H 2.64100 -1.21550 4.73690
H 3.62460 -4.04990 4.10510
H 3.31360 -3.43940 5.73730
H 4.61580 -2.74000 4.75920
C -0.55280 -0.85690 -4.94910
C -0.44850 -1.01790 -3.45990
O 0.27200 -0.23460 -2.84060
C -1.23710 -2.07410 -2.82960
C -1.94530 -2.99120 -3.60710
C -2.77460 -3.94680 -3.04970
C -2.92810 -4.01470 -1.66180
C -2.22970 -3.15710 -0.85950
C -1.32990 -2.17190 -1.39020
O -0.67780 -1.46970 -0.55780
H 0.05950 -0.01420 -5.26080
H -1.58460 -0.67990 -5.24520
H -0.20200 -1.75830 -5.44570
H -1.85320 -2.96380 -4.67930
H -3.30180 -4.64350 -3.68110
H -3.57760 -4.75740 -1.22400
H -2.29340 -3.21450 0.21690
C -3.69190 5.70290 -1.07970
C -3.31090 4.23210 -0.94210
C -2.79110 3.92120 0.44880
S -2.21210 2.19220 0.74360
O -1.09240 2.01950 -0.24550
C -3.61590 1.20320 0.03910
C -3.42440 0.85210 -1.42640
C -4.37950 -0.24410 -1.88400
H -4.05130 5.89410 -2.08740
H -2.84570 6.35510 -0.88550
H -4.48970 5.95680 -0.38610
H -2.54440 3.97470 -1.67420
H -4.20240 3.64140 -1.14980
H -3.54780 4.10360 1.21160
H -1.91270 4.52610 0.67670
H -4.52320 1.77420 0.21710
H -3.64510 0.29750 0.64570
H -2.39730 0.51730 -1.57820
H -3.57360 1.73060 -2.05370
H -4.18350 -1.17390 -1.35370
H -4.25220 -0.41880 -2.94980
H -5.41450 0.04170 -1.71100
*
```

=====

Going through the records in order, we get energy above the lowest of the compared OMol25 structures with the same formula, charge and spin values of 0.0 182.1 22.6 kJ/mol.